Entry 1:
This record from OMol25 describes a single C20H18N2O4 molecule. The level of theory is ωB97M-V/def2-TZVPD.

XYZ file:
```
44
Properties=species:S:1:pos:R:3:lowdin_charge:R:1
C -1.6341 -2.9240 -0.9433 0.018
C -1.0059 -2.0211 0.0465 -0.169
C 0.3095 -2.0139 0.4901 -0.095
C 1.3597 -2.9196 0.1124 -0.233
O 1.2814 -3.8453 -0.6656 0.037
C 0.4271 -0.9244 1.4189 -0.112
C 1.4799 -0.3966 2.1590 -0.023
C 1.2404 0.6984 2.9614 -0.092
C -0.0312 1.2607 3.0559 -0.089
C -1.0950 0.7516 2.3377 -0.036
C -0.8537 -0.3339 1.5061 -0.165
N -1.7039 -1.0331 0.6739 0.016
C -3.0426 -0.6262 0.3213 -0.018
C -2.9024 0.2721 -0.9217 -0.472
O -3.1742 -0.1103 -2.0368 0.072
N -2.3827 1.4845 -0.6327 0.089
C -1.6133 2.2359 -1.6140 -0.115
C -0.1597 1.9229 -1.3619 -0.212
C 0.5682 2.6816 -0.4590 -0.044
C 1.8662 2.3389 -0.0881 0.010
C 2.3950 1.2045 -0.6506 -0.215
C 1.6673 0.4325 -1.5604 -0.200
C 0.3883 0.7663 -1.9263 0.062
O 2.4258 -0.6266 -1.9651 0.041
C 3.6659 -0.4919 -1.3068 -0.151
O 3.6249 0.6394 -0.4606 0.035
H -0.8738 -3.5837 -1.3512 0.078
H -2.4110 -3.5296 -0.4745 0.099
H -2.0909 -2.3511 -1.7501 0.082
H 2.3181 -2.7096 0.6321 0.119
H 2.4661 -0.8311 2.1053 0.112
H 2.0478 1.1264 3.5359 0.104
H -0.1887 2.1081 3.7060 0.102
H -2.0807 1.1829 2.4496 0.107
H -3.6462 -1.5005 0.0727 0.133
H -3.5002 -0.0917 1.1552 0.130
H -2.0983 1.6575 0.3217 0.107
H -1.8232 3.3008 -1.4940 0.123
H -1.9339 1.9037 -2.6021 0.125
H 0.1216 3.5658 -0.0293 0.113
H 2.4292 2.9301 0.6135 0.121
H -0.1718 0.1586 -2.6172 0.134
H 4.4677 -0.3645 -2.0527 0.142
H 3.8674 -1.3947 -0.7113 0.130
```

Properties
Charge: 0
2S+1: 1
HOMO, eV: -8.11
Structure (SMILES): Cc1c(C=O)c2ccccc2n1CC(=O)NCc1ccc2c(c1)OCO2
Orbital gap, eV: 8.745


Entry 2:
This record from OMol25 describes C34H44As3BrF5IrN2O5STe as an isolated structure. The level of theory is ωB97M-V/def2-TZVPD.

XYZ file:
```
97
Properties=species:S:1:pos:R:3:lowdin_charge:R:1
Ir 12.8780 12.2300 9.9442 0.933
C 14.7893 10.3985 5.7226 -0.310
As 13.4072 10.6633 7.0096 1.197
C 12.0349 10.0300 5.7636 -0.273
C 13.4805 9.0466 8.1849 -0.297
C 14.7264 8.4176 8.8766 -0.642
C 14.3187 6.9561 9.1134 -0.088
C 15.0506 9.0091 10.2754 -0.318
As 14.7223 10.8730 10.7712 1.044
C 14.9011 10.6180 12.6926 -0.268
C 16.3433 11.8907 10.4674 -0.280
C 16.0004 8.3171 8.0205 -0.345
As 17.2819 9.8564 7.8305 1.138
C 18.6042 9.2470 9.0889 -0.342
C 18.0859 9.1678 6.2012 -0.322
H 15.7396 10.7818 6.0536 -0.052
H 14.4752 11.0126 4.8651 0.043
H 14.8421 9.3508 5.3999 0.044
H 12.4298 9.1317 5.2985 0.025
H 11.8269 10.7723 5.0146 0.027
H 11.0956 9.7746 6.2879 0.037
H 13.0055 8.3020 7.5192 0.072
H 12.7106 9.1769 8.9511 0.059
H 13.3469 6.8582 9.6094 0.089
H 15.0950 6.4663 9.7210 0.093
H 14.2301 6.4653 8.1277 0.093
H 16.0991 8.7706 10.5747 0.083
H 14.4521 8.4570 11.0192 0.074
H 15.9627 10.4080 12.9246 0.046
H 14.2811 9.7883 13.0188 0.027
H 14.5906 11.5555 13.1619 -0.004
H 17.1920 11.3020 10.7767 0.010
H 16.2766 12.7555 11.1593 0.028
H 16.4223 12.2439 9.4400 -0.013
H 15.7319 7.9738 7.0095 0.069
H 16.6648 7.4999 8.3714 0.077
H 18.2122 9.3387 10.1024 -0.002
H 19.4576 9.9109 9.0138 0.024
H 18.8747 8.2118 8.9002 0.025
H 17.3587 9.2832 5.4072 0.002
H 18.3614 8.1080 6.2846 0.035
H 18.9430 9.7687 5.9186 0.024
C 19.1799 16.4777 12.6707 -0.047
C 17.7998 15.8707 12.6184 -0.263
C 17.3135 14.9486 13.5414 -0.044
C 16.0036 14.4691 13.4766 -0.096
C 15.1566 14.9234 12.4508 -0.372
C 15.6444 15.7955 11.4791 -0.058
C 16.9389 16.2959 11.5935 -0.018
S 13.5002 14.2552 12.5451 0.899
O 12.6765 15.2844 13.2674 -0.478
O 10.4711 12.1770 13.9157 -0.014
N 13.0583 14.2522 10.9221 -0.268
C 12.2465 15.1670 10.3388 -0.269
C 12.1809 16.5578 10.6696 -0.016
C 11.3946 17.3547 9.9125 -0.051
C 10.6021 16.8822 8.8281 -0.008
C 10.7083 15.5900 8.4429 -0.120
C 9.9333 15.1161 7.2558 -0.319
C 10.1945 13.7020 6.9761 -0.018
C 10.8602 12.9086 7.8220 -0.161
N 11.5403 13.3948 8.9280 -0.127
C 11.5149 14.7167 9.1975 -0.213
H 19.9261 15.6840 12.6474 0.081
H 19.3563 17.0363 13.5952 0.083
H 19.2903 17.1749 11.8473 0.071
H 17.9890 14.6176 14.3289 0.114
H 15.6101 13.8201 14.2563 0.105
H 15.0137 16.1005 10.6478 0.093
H 17.3183 17.0080 10.8763 0.113
H 12.7476 16.8916 11.5185 0.101
H 11.3342 18.4424 10.0245 0.114
H 9.8960 17.5059 8.3010 0.124
H 8.8800 15.3060 7.4069 0.081
H 9.8011 13.3010 6.0543 0.118
H 10.9841 11.8514 7.6608 0.064
Br 7.1218 13.9459 8.9371 0.856
C 8.0280 14.1854 10.5478 -0.660
C 7.5000 15.0966 11.4533 -0.108
C 8.1137 15.2794 12.6887 -0.044
C 9.1523 14.4638 13.0988 0.013
C 9.6773 13.5308 12.1879 -0.128
C 9.1218 13.3865 10.9162 -0.039
C 10.7006 12.5510 12.5692 -0.376
O 11.4209 11.4058 14.3859 0.078
O 11.5758 12.0252 11.9452 -0.015
H 6.5987 15.6365 11.2244 0.101
H 7.7105 16.0465 13.3277 0.112
H 9.5266 14.5722 14.0938 0.122
H 9.5591 12.6205 10.2407 0.123
F 16.0427 13.0037 6.8524 -0.447
Te 14.5664 14.1353 7.0366 1.896
F 15.6190 15.0487 8.5181 -0.561
F 13.7936 13.2121 5.5348 -0.550
F 10.3307 15.8909 6.1668 0.000
F 15.5746 15.2626 5.8312 -0.510
O 14.0573 12.3292 8.2799 -0.929
```

Properties
Charge: 0
Expectation value of S²: 6.04
2S+1: 5
HOMO (spin up / spin down), eV: -7.17 / -7.72
Orbital gap (spin up / spin down), eV: 6.680 / 5.623


Entry 3:
This record from OMol25 describes C24H58P2ReSi4Te as an isolated structure. The level of theory is ωB97M-V/def2-TZVPD.

XYZ file:
```
90
Properties=species:S:1:pos:R:3:lowdin_charge:R:1
P -0.1583 -1.8251 -5.0727 0.960
P 0.0874 1.7680 -5.1723 0.851
C -0.4085 -0.6757 -6.5369 -0.342
C 0.4012 0.6126 -6.5726 -0.373
H -1.4872 -0.4816 -6.6192 0.088
H -0.1429 -1.2836 -7.4076 0.094
H 1.4827 0.4319 -6.6247 0.087
H 0.1277 1.2065 -7.4510 0.093
C -1.4028 2.6013 -5.8160 -0.251
H -1.7451 3.3564 -5.0988 0.058
H -2.2209 1.8979 -6.0066 0.051
H -1.1129 3.0904 -6.7566 0.051
C 1.3411 3.0278 -5.5200 -0.248
H 1.0057 3.5620 -6.4192 0.054
H 2.3189 2.5683 -5.6995 0.056
H 1.3998 3.7253 -4.6776 0.051
C -1.2141 -3.1676 -5.6765 -0.226
H -1.2175 -3.9885 -4.9555 0.058
H -0.7902 -3.5081 -6.6266 0.059
H -2.2340 -2.8063 -5.8355 0.060
C 1.4635 -2.5073 -5.5626 -0.214
H 2.2330 -1.7355 -5.6801 0.052
H 1.3084 -3.0135 -6.5242 0.063
H 1.7886 -3.2341 -4.8105 0.059
Re 0.0783 -0.6225 -0.8319 1.084
C 0.5849 1.9544 -1.9048 -0.117
C -0.7509 1.5043 -1.7971 -0.275
C -1.6485 0.7887 -2.8056 -0.223
C -1.8101 -0.7515 -2.8625 -0.253
C -0.6483 -1.6678 -2.5546 -0.331
C 0.8733 -1.3248 -2.6283 -0.368
C 1.3093 -0.0917 -3.3506 -0.332
C 1.7059 1.1919 -2.5535 -0.216
C 0.3592 -2.3079 0.2373 -0.342
H 0.9228 2.6623 -1.1278 0.108
H -1.3641 2.0019 -1.0143 0.078
H -1.4787 1.1585 -3.8402 0.020
H -2.6685 1.1736 -2.6169 0.132
H -2.6639 -1.0220 -2.2169 0.128
H -2.2127 -1.0025 -3.8636 0.097
H -0.9013 -2.7426 -2.4854 0.128
H 1.5208 -2.2162 -2.6820 0.115
H 0.4621 0.2251 -4.0247 -0.041
H 2.1432 -0.3497 -4.0245 0.118
H 2.4981 0.9193 -1.8270 0.129
H 2.1864 1.8728 -3.2857 0.103
H 0.8842 -2.1886 1.1999 -0.021
H 0.8950 -3.0194 -0.4114 0.024
H -0.6592 -2.6921 0.4309 0.036
C 0.3372 3.5861 4.5557 -0.214
Si -0.7876 2.1450 5.0157 0.332
C -0.8048 1.9741 6.8978 -0.181
C -2.5462 2.5028 4.4379 -0.212
Si -0.0097 0.2279 3.8826 0.192
Te 0.0265 0.8299 1.3328 0.801
Si 2.1716 -0.1448 4.6664 0.347
C 2.2293 -0.2625 6.5486 -0.181
C 2.7947 -1.7536 3.9138 -0.207
C 3.2530 1.2869 4.0936 -0.209
Si -1.4143 -1.5249 4.5539 0.347
C -1.5038 -1.6223 6.4350 -0.181
C -3.1279 -1.1989 3.8496 -0.210
C -0.7166 -3.1219 3.8461 -0.205
H -0.1334 4.5152 4.9113 0.045
H 0.4708 3.6662 3.4688 0.020
H 1.3301 3.5072 5.0171 0.022
H -1.0584 2.9609 7.3159 0.053
H -1.5614 1.2612 7.2489 0.022
H 0.1631 1.6759 7.3174 0.015
H -2.6299 2.4702 3.3434 0.023
H -3.2750 1.7973 4.8582 0.025
H -2.8186 3.5163 4.7699 0.045
H 1.5515 -1.0251 6.9527 0.022
H 3.2571 -0.5478 6.8222 0.054
H 2.0070 0.6938 7.0389 0.024
H 2.6670 -1.7707 2.8231 0.018
H 3.8709 -1.8301 4.1319 0.047
H 2.2938 -2.6352 4.3347 0.025
H 3.0381 1.5677 3.0538 0.017
H 3.1337 2.1774 4.7246 0.027
H 4.3017 0.9586 4.1507 0.045
H -2.1337 -0.8292 6.8590 0.027
H -1.9635 -2.5904 6.6867 0.053
H -0.5222 -1.5781 6.9231 0.019
H -3.0790 -0.7944 2.8297 0.021
H -3.6636 -2.1592 3.8142 0.043
H -3.7029 -0.5016 4.4730 0.029
H -0.4738 -3.0414 2.7779 -0.001
H 0.1847 -3.4489 4.3811 0.028
H -1.4876 -3.8981 3.9645 0.046
```

Properties
Charge: +2
Expectation value of S²: 3.84
2S+1: 4
HOMO (spin up / spin down), eV: -13.03 / -12.87
Orbital gap (spin up / spin down), eV: 4.827 / 4.314


Entry 4:
This record from OMol25 describes C46H40AsBrFeN3O3P as an isolated structure. The level of theory is ωB97M-V/def2-TZVPD.

XYZ file:
```
96
Properties=species:S:1:pos:R:3:lowdin_charge:R:1
Fe -1.0382 0.6893 -2.2624 0.664
C -4.6201 -0.6654 -2.1535 -0.056
O -3.9700 -1.8838 -2.5064 -0.072
C -2.6758 -1.8347 -3.0171 -0.282
C -2.3488 -3.2774 -3.6718 -0.118
C -1.4006 -3.1987 -4.7916 0.027
C -0.2347 -2.3239 -4.6413 -0.100
C -0.6557 -0.9551 -3.9085 -0.291
C 0.0845 0.3216 -4.1655 -0.053
N 0.7505 0.8687 -3.2071 -0.029
N 1.2154 2.1407 -3.3289 0.079
C 0.4381 3.0092 -2.7315 -0.491
O -0.6782 2.7004 -2.1512 -0.132
C 0.9022 4.4200 -2.7057 -0.159
C 2.1019 4.7931 -3.3085 -0.036
C 2.5086 6.1162 -3.2811 -0.087
C 1.7254 7.0759 -2.6516 -0.096
C 0.5385 6.7042 -2.0382 -0.084
C 0.1270 5.3805 -2.0638 -0.026
C -2.1072 -0.5947 -3.6444 -0.299
O -2.5407 0.5948 -3.7115 -0.026
H -5.5414 -0.9649 -1.6582 0.093
H -4.8545 -0.0670 -3.0309 0.090
H -4.0139 -0.0650 -1.4689 0.086
H -3.2573 -3.8216 -3.9190 0.146
H -1.7305 -3.4781 -5.7818 0.108
H 0.3511 -2.2280 -5.5553 0.141
H -0.0907 0.8420 -5.1077 0.154
H 2.6964 4.0312 -3.7929 0.105
H 3.4395 6.4026 -3.7541 0.100
H 2.0422 8.1111 -2.6401 0.099
H -0.0696 7.4491 -1.5406 0.100
H -0.7985 5.0705 -1.5970 0.112
Br -0.8912 -6.2702 -2.9797 0.758
C -0.5106 -4.5265 -2.1497 -0.643
C 0.7815 -3.8622 -2.6612 -0.165
C 0.5795 -2.5242 -3.3273 -0.166
N -0.3045 -1.5759 -2.5934 -0.015
C -1.5383 -2.1660 -2.0196 -0.168
C -1.7340 -3.6570 -2.2783 -0.197
H 1.3836 -4.5052 -3.3005 0.144
H 1.5505 -2.0328 -3.4408 0.159
H -1.7215 -1.8180 -1.0064 0.110
H -2.5293 -4.0353 -1.6359 0.158
C -0.6605 0.2369 1.7880 -0.389
C -0.7044 1.6914 2.2446 -0.418
As -0.6147 1.9999 4.2187 1.302
C 1.1002 1.1280 4.6196 -0.410
C 2.1971 1.9716 4.7858 -0.134
C 3.4464 1.4633 5.1040 -0.091
C 3.6202 0.0959 5.2542 -0.092
C 2.5410 -0.7572 5.0809 -0.084
C 1.2884 -0.2434 4.7750 -0.130
C -1.8412 0.5932 4.8058 -0.424
C -3.0010 0.3195 4.0854 -0.132
C -3.9030 -0.6376 4.5261 -0.087
C -3.6654 -1.3221 5.7089 -0.093
C -2.5362 -1.0268 6.4591 -0.085
C -1.6365 -0.0698 6.0143 -0.133
P -0.0233 -0.0733 0.0445 1.118
C 1.6479 0.6688 0.2095 -0.343
C 2.7569 0.0161 0.7419 -0.089
C 3.9608 0.6901 0.8731 -0.079
C 4.0661 2.0278 0.5208 -0.078
C 2.9591 2.6956 0.0243 -0.059
C 1.7632 2.0141 -0.1373 -0.113
C 0.3402 -1.8809 0.1464 -0.359
C 1.2748 -2.3630 -0.6829 -0.067
C 1.3106 -3.7769 -1.1797 -0.140
C 0.1100 -4.6466 -0.7172 -0.214
C -0.6645 -4.1006 0.4460 -0.035
C -0.5742 -2.8227 0.8151 -0.086
H -1.6669 -0.1840 1.8207 0.056
H -0.0219 -0.3535 2.4451 0.060
H -1.6094 2.1850 1.8853 0.060
H 0.1357 2.2602 1.8517 0.038
H 2.0607 3.0424 4.6788 0.089
H 4.2842 2.1354 5.2411 0.103
H 4.5937 -0.3049 5.5084 0.102
H 2.6703 -1.8265 5.1955 0.103
H 0.4501 -0.9242 4.6903 0.093
H -3.2073 0.8660 3.1714 0.094
H -4.7934 -0.8484 3.9472 0.102
H -4.3645 -2.0736 6.0525 0.101
H -2.3554 -1.5419 7.3941 0.103
H -0.7609 0.1643 6.6089 0.101
H 2.6912 -1.0184 1.0490 0.099
H 4.8232 0.1659 1.2622 0.103
H 5.0073 2.5496 0.6410 0.103
H 3.0205 3.7419 -0.2485 0.108
H 0.8996 2.5289 -0.5337 0.077
H 1.9905 -1.6859 -1.1379 0.117
H 2.2942 -4.2287 -1.0399 0.147
H 0.3992 -5.6768 -0.5178 0.126
H -1.2988 -4.7926 0.9879 0.114
H -1.1606 -2.4609 1.6530 0.102
```

Properties
Charge: 0
Expectation value of S²: 6.45
2S+1: 5
HOMO (spin up / spin down), eV: -7.73 / -6.84
Orbital gap (spin up / spin down), eV: 7.976 / 6.585


Entry 5:
This record from OMol25 describes a 4-piece molecular cluster, C3H15NO3 overall. The level of theory is ωB97M-V/def2-TZVPD.

XYZ file:
```
22
Properties=species:S:1:pos:R:3:lowdin_charge:R:1
C 1.6770 -1.2110 0.7167 -0.105
C 0.4975 -0.6121 1.5223 -0.241
C -0.8688 -1.0849 1.0591 -0.289
N -1.4724 -0.2171 0.0439 0.000
H 1.4952 -2.2529 0.4475 0.067
H 2.6314 -1.0485 1.2041 0.065
H 1.6736 -0.7096 -0.2580 0.054
H 0.6188 -1.0477 2.5191 0.101
H 0.5538 0.4726 1.5591 0.090
H -1.5533 -1.0925 1.9224 0.105
H -0.7899 -2.1010 0.6615 0.102
H -1.3690 0.7696 0.2225 0.033
H -2.4680 -0.3754 -0.0086 0.073
O 0.0561 1.9820 -1.7466 -0.053
H 0.8956 2.1229 -2.1701 0.039
H -0.2166 1.0761 -1.8831 -0.018
O 0.0049 -0.7176 -2.5998 -0.059
H 0.4183 -1.3780 -3.1592 0.049
H -0.1530 -1.1291 -1.7449 0.008
O -0.5253 2.7324 0.9635 -0.075
H -1.2642 3.0709 0.4492 0.037
H 0.1584 2.7506 0.2796 0.017
```

Properties
Charge: 0
2S+1: 1
HOMO, eV: -9.16
Structure (SMILES): CCCN.O.O.O
Orbital gap, eV: 9.895


Entry 6:
This record from OMol25 describes a single C4H7NO molecule. The level of theory is ωB97M-V/def2-TZVPD.

XYZ file:
```
13
Properties=species:S:1:pos:R:3:lowdin_charge:R:1
N -0.9745 0.7388 -0.8060 0.088
C 0.4867 0.8331 -0.9815 -0.570
O 0.9527 1.6162 -1.8018 0.004
C 1.1470 -0.0508 -0.1090 -0.060
C 0.4473 -1.1988 0.5593 -0.265
C -0.6543 -0.4056 1.0778 0.074
H -1.3017 1.5970 -0.3695 0.106
H -1.4183 0.7067 -1.7274 0.109
H 2.2076 0.0994 0.0667 0.103
H 0.1524 -2.0461 -0.0677 0.118
H 1.0861 -1.5583 1.3738 0.129
H -0.4324 0.3146 1.8584 0.090
H -1.6986 -0.6464 0.9269 0.074
```

Properties
Charge: 0
2S+1: 1
HOMO (spin up / spin down), eV: -7.58 / -7.58
Orbital gap (spin up / spin down), eV: 7.203 / 7.204


Entry 7:
This record from OMol25 describes C14H22ClNPd as an isolated structure. The level of theory is ωB97M-V/def2-TZVPD.

XYZ file:
```
39
Properties=species:S:1:pos:R:3:lowdin_charge:R:1
C 0.1583 0.4861 -3.8987 -0.661
C 1.5243 1.0513 -4.2430 -0.089
C -0.0564 -0.8202 -4.6413 -0.091
C -0.9182 1.4832 -4.2877 -0.091
Cl 0.0458 0.1415 -1.8353 0.437
H -0.0165 -0.6941 -5.7278 0.116
H -1.0388 -1.2357 -4.4174 0.089
H 0.7213 -1.5413 -4.3887 0.089
H 1.6318 1.2459 -5.3150 0.117
H 2.3133 0.3486 -3.9756 0.089
H 1.6878 2.0028 -3.7387 0.091
H -0.9161 1.6967 -5.3616 0.117
H -0.7618 2.4356 -3.7829 0.090
H -1.9079 1.0940 -4.0508 0.088
C 1.4265 -1.4794 3.4885 -0.003
C 0.8353 -2.4524 2.6397 -0.018
C 1.0273 -2.0757 1.2732 -0.132
H 0.3588 -3.3696 2.9795 0.135
C 1.7835 -0.7851 1.2923 -0.189
C 2.0152 -0.4784 2.7065 -0.002
H 2.6445 0.3270 3.0728 0.125
H 1.4725 -1.5483 4.5727 0.139
H 0.9733 -2.6941 0.3774 0.133
H 2.3823 -0.4503 0.4422 0.126
C -1.8670 0.7972 2.9255 0.006
C -1.9174 -0.3984 3.6736 0.018
C -2.0883 -1.4930 2.7888 -0.003
H -1.9193 -0.4746 4.7627 0.145
C -2.1680 -1.0058 1.4394 -0.089
C -2.0225 0.4630 1.5174 -0.111
H -2.3803 1.1267 0.7236 0.136
H -1.8735 1.8020 3.3430 0.131
H -2.1898 -2.5336 3.0946 0.139
H -2.5532 -1.5055 0.5535 0.135
Pd -0.1144 -0.3606 0.7108 0.761
N 0.9651 2.9046 2.5856 0.048
H 1.5880 2.0899 2.5876 -0.023
H 1.1328 3.3881 3.4580 0.032
H 0.0217 2.5118 2.6556 -0.031
```

Properties
Charge: +2
Expectation value of S²: 6.02
2S+1: 5
HOMO (spin up / spin down), eV: -16.01 / -15.99
Orbital gap (spin up / spin down), eV: 9.152 / 5.456


The energy above the lowest of the compared OMol25 structures with the same formula, charge and spin results, record by record, are as follows: 1.153 5.496 0.000 7.847 0.594 4.063 0.000 eV.